# 1
DFT (the ωB97M-V functional and the def2-TZVPD basis) results for a cluster of 3 separate species, C16H41B2N2O12P in total at a distorted geometry.

Last column: Löwdin charge in e.
Geometry (Å):
1 P 2.87 -0.07 -0.01  0.8666
2 O 2.84 -4.04 -1.88  -0.1981
3 O -7.17 5.19 0.79  -0.1949
4 O 4.22 -0.88 0.80  -0.0920
5 O 4.34 -0.56 3.39  0.0415
6 O 1.75 2.37 -1.71  -0.0555
7 O 1.62 -1.27 -0.16  -0.2488
8 O 2.46 1.13 0.98  -0.3007
9 O -4.96 3.23 1.04  -0.2152
10 O 3.51 0.52 -1.52  -0.0640
11 O 4.83 -6.23 -1.81  -0.1947
12 O 4.23 2.97 -2.02  0.0699
13 O -0.24 0.40 2.44  -0.0335
14 N -0.94 -1.12 0.65  -0.1456
15 N 5.46 1.15 1.83  0.1226
16 C 0.71 -1.01 -1.29  -0.1641
17 C 1.54 3.63 -0.98  -0.2168
18 C -1.24 0.00 1.62  -0.2655
19 C 3.93 -4.18 -2.79  -0.1903
20 C -2.71 0.73 1.74  -0.0243
21 C 3.87 -7.03 -1.13  -0.1117
22 C 4.29 -5.65 -3.01  -0.1945
23 C -1.16 -3.38 1.81  -0.1075
24 C -6.80 4.53 2.00  -0.1932
25 C -5.30 4.21 2.03  -0.1891
26 C -0.84 -0.65 -0.79  -0.1262
27 C -0.08 3.73 -0.59  -0.0919
28 C -1.88 -2.30 0.79  -0.2309
29 C -4.36 3.81 -0.11  -0.1142
30 C -7.80 4.31 -0.13  -0.1132
31 C 3.26 -3.65 -0.58  -0.1076
32 B 4.64 -0.13 2.00  -0.5854
33 B 3.17 1.96 -1.73  -0.5428
34 H -0.03 -3.51 1.46  0.0805
35 H 3.72 -7.98 -1.66  0.0855
36 H -0.65 3.98 -1.59  0.0804
37 H 4.80 -3.61 -2.45  0.1283
38 H -0.26 4.57 0.23  0.0933
39 H 4.10 -4.26 -0.23  0.0937
40 H 3.36 -0.69 3.53  0.1145
41 H -2.82 1.60 0.95  0.0745
42 H 0.63 -2.04 -1.89  0.1447
43 H -4.34 3.06 -0.90  0.0908
44 H -3.62 -0.01 1.72  0.0804
45 H 3.61 -3.76 -3.75  0.1211
46 H 1.74 4.52 -1.75  0.1398
47 H -7.40 3.62 2.15  0.1250
48 H -0.48 2.69 -0.16  0.0675
49 H -1.08 -2.91 2.91  0.0886
50 H 3.43 -6.22 -3.37  0.1239
51 H 5.08 -5.72 -3.77  0.1212
52 H -7.03 5.21 2.82  0.1232
53 H 3.55 -2.60 -0.59  0.0461
54 H -7.25 3.38 -0.25  0.0816
55 H 2.91 -6.52 -1.02  0.0828
56 H 4.25 -7.25 -0.13  0.0898
57 H -1.71 -4.43 1.83  0.0781
58 H -2.74 1.24 2.82  0.1075
59 H 2.42 -3.78 0.11  0.0894
60 H 5.78 1.40 2.81  0.0844
61 H -8.82 4.10 0.20  0.0874
62 H -7.85 4.82 -1.11  0.0905
63 H -0.99 0.53 -0.86  0.1229
64 H 1.02 -0.13 -1.99  0.1194
65 H -1.58 -1.17 -1.53  0.1262
66 H 6.36 0.91 1.32  0.0931
67 H -4.93 4.68 -0.47  0.0868
68 H -4.70 5.12 1.90  0.1274
69 H 2.22 3.73 -0.01  0.1456
70 H -2.96 -2.00 1.14  0.1072
71 H -5.05 3.78 3.00  0.1226
72 H -2.01 -2.88 -0.25  0.1302
73 H -3.34 4.11 0.12  0.0773
74 H 4.59 2.70 -2.93  0.1382

lowest unoccupied orbital energy	0.1419	eV
total energy	-55447.757	eV
net charge	0
structure (SMILES)	CCOB(O)O[P@@](=O)(OCCN(CC)C(C)=O)OB(N)O.COCCOC.COCCOC
HOMO level	-9.14	eV
orbital gap	9.28	eV



# 2
DFT (the ωB97M-V functional and the def2-TZVPD basis) results for a cluster of 6 separate species, C16H41N2O6S in total at a distorted geometry.

Last column: natural (NBO) charge in e.
Geometry (Å):
1 S 1.63 0.57 -4.75  -0.1015
2 O -1.32 -2.72 6.24  -0.7591
3 O 1.39 0.09 -8.41  -0.7215
4 O -2.15 -0.90 7.97  -0.7468
5 O -2.25 4.82 -3.21  -0.7295
6 O 3.59 1.73 -2.20  -0.7503
7 O -1.30 -2.22 1.29  -0.5376
8 N -0.67 0.71 -0.08  -0.5032
9 N 1.12 -0.79 -0.10  -0.3036
10 C -0.50 -1.14 1.80  -0.1111
11 C -0.02 -0.36 0.51  0.4537
12 C 1.26 0.07 -1.24  -0.1079
13 C -2.94 -0.85 9.15  -0.2479
14 C -2.61 -2.75 3.32  -0.6693
15 C -0.05 1.32 -4.87  -0.5224
16 C -1.50 -3.92 6.97  -0.2472
17 C -0.88 1.31 -3.50  -0.4000
18 C 2.39 1.08 -8.57  -0.2451
19 C -1.49 -3.24 2.31  -0.0807
20 C 3.47 -1.84 -0.24  -0.6210
21 C -0.12 2.10 -2.31  -0.4587
22 C 1.98 -1.93 0.29  -0.2263
23 C 4.60 2.73 -2.37  -0.2509
24 C -3.03 4.84 -2.02  -0.2529
25 C 0.16 0.99 -1.22  0.1855
26 H -0.53 -3.55 2.81  0.1776
27 H 2.03 2.04 -8.18  0.1578
28 H 0.35 -1.49 2.44  0.2101
29 H 4.80 2.83 -3.43  0.1985
30 H -1.98 -4.66 6.32  0.1797
31 H -3.32 -2.09 2.75  0.2142
32 H 2.08 0.02 -2.00  0.2842
33 H -1.94 1.67 -3.64  0.2256
34 H -2.28 -0.70 10.01  0.1899
35 H -1.12 -0.40 2.38  0.2000
36 H 1.52 -2.85 -0.17  0.2351
37 H 2.31 1.26 -3.77  0.1627
38 H 3.88 -2.89 -0.21  0.2492
39 H -0.90 -2.09 6.84  0.4913
40 H -3.56 3.90 -1.90  0.1549
41 H 4.24 3.68 -1.97  0.1746
42 H 4.07 -1.14 0.39  0.2245
43 H -2.36 4.98 -1.17  0.1789
44 H -3.65 -0.01 9.09  0.1702
45 H -2.86 4.70 -3.94  0.4705
46 H -2.12 -2.22 4.20  0.2475
47 H -0.97 0.22 -3.21  0.2081
48 H 3.30 0.78 -8.05  0.1632
49 H 2.03 -2.11 1.40  0.2329
50 H 3.42 1.65 -1.25  0.4727
51 H -0.64 0.68 -5.59  0.2470
52 H 0.01 2.38 -5.23  0.2257
53 H -0.53 -4.31 7.29  0.1695
54 H -1.53 1.16 0.22  0.4646
55 H -3.17 -3.68 3.63  0.2268
56 H -2.14 -3.74 7.84  0.1688
57 H -0.88 2.85 -1.94  0.2477
58 H 3.45 -1.50 -1.32  0.2237
59 H -1.89 -4.15 1.77  0.2030
60 H 0.82 2.60 -2.66  0.2575
61 H -3.74 5.67 -2.06  0.1832
62 H 1.22 0.01 -7.46  0.4585
63 H -3.49 -1.78 9.27  0.1652
64 H 5.51 2.42 -1.85  0.1782
65 H -2.76 -1.03 7.23  0.4740
66 H 2.60 1.19 -9.63  0.1881

lowest unoccupied orbital energy	-2.4693	eV
total energy	-43347.506	eV
net charge	+1
HOMO level	-11.54	eV
orbital gap	9.07	eV
ΔE to the lowest compared entry with this formula, charge and spin	0.000	eV



# 3
DFT (the ωB97M-V functional and the def2-TZVPD basis) results for a cluster of 4 separate species, C16H42N8O2P2 in total at a distorted geometry.

Last column: natural (NBO) charge in e.
Geometry (Å):
1 P 1.86 -0.19 2.96  2.4014
2 P -1.74 0.95 -2.14  2.4051
3 O 0.80 0.62 3.68  -1.0955
4 O -2.09 -0.22 -1.29  -1.1196
5 N 1.62 -1.86 2.93  -0.8311
6 N -3.12 1.88 -2.63  -0.8077
7 N 3.42 -0.15 3.65  -0.8111
8 N 2.14 0.15 1.33  -0.8256
9 N -0.92 0.51 -3.55  -0.8205
10 N -2.07 -2.99 -4.25  -0.3940
11 N -1.63 -2.82 1.35  -0.3880
12 N -0.79 2.15 -1.42  -0.8169
13 C -3.07 3.10 -3.40  -0.4099
14 C 0.93 -2.50 3.96  -0.4033
15 C 2.72 1.44 1.04  -0.4120
16 C -2.04 -0.42 2.31  -0.7455
17 C -2.08 -3.15 -3.14  0.3184
18 C -4.38 1.41 -2.18  -0.4198
19 C -1.81 -1.77 1.77  0.3332
20 C 1.15 -0.32 0.30  -0.3980
21 C 0.27 -0.26 -3.41  -0.4132
22 C 3.54 0.15 5.13  -0.4078
23 C 2.34 -2.86 2.12  -0.4130
24 C -0.79 2.40 0.00  -0.3967
25 C -1.53 0.52 -4.88  -0.4000
26 C 4.54 -0.87 3.06  -0.4060
27 C -0.10 3.10 -2.30  -0.4073
28 C -2.08 -3.29 -1.64  -0.7018
29 H 4.44 0.71 5.36  0.1962
30 H -3.85 3.05 -4.15  0.1906
31 H 0.06 2.71 -3.31  0.2214
32 H -1.94 -0.47 -5.07  0.2183
33 H 1.35 0.13 -0.68  0.2103
34 H 2.45 2.19 1.78  0.2024
35 H -1.15 0.20 2.45  0.2862
36 H 0.51 -3.48 3.71  0.2052
37 H 3.51 -0.85 5.57  0.1769
38 H 1.64 -3.18 1.34  0.2025
39 H 2.78 -3.68 2.68  0.1974
40 H 2.61 0.61 5.45  0.2325
41 H -1.63 1.89 0.49  0.2158
42 H 5.47 -0.58 3.55  0.2026
43 H 4.42 -1.95 3.07  0.1793
44 H -1.98 -4.37 -1.57  0.2410
45 H 3.17 -2.39 1.60  0.2092
46 H 2.43 1.82 0.06  0.2020
47 H 3.80 1.36 1.10  0.1918
48 H -0.90 3.46 0.21  0.1895
49 H -0.62 4.06 -2.33  0.1843
50 H 0.26 -0.89 -2.52  0.2142
51 H 0.13 -0.16 0.64  0.1994
52 H -4.41 1.09 -1.14  0.2058
53 H 0.89 3.30 -1.89  0.1890
54 H 0.46 -0.89 -4.28  0.2173
55 H -2.69 0.11 1.61  0.2569
56 H -1.17 -2.90 -1.18  0.2652
57 H 4.55 -0.51 2.03  0.2072
58 H 1.18 -1.40 0.22  0.2042
59 H -5.23 2.03 -2.50  0.2042
60 H -2.17 3.14 -4.01  0.2136
61 H 1.74 -2.64 4.68  0.1675
62 H -4.61 0.43 -2.58  0.1933
63 H -2.97 -2.87 -1.18  0.2687
64 H -2.54 -0.47 3.28  0.2533
65 H 0.14 2.13 0.50  0.1887
66 H -0.78 0.80 -5.61  0.1870
67 H 1.10 0.45 -3.42  0.1783
68 H 0.12 -1.88 4.35  0.2175
69 H -2.35 1.24 -4.92  0.2055
70 H -3.33 3.94 -2.76  0.1937

lowest unoccupied orbital energy	0.6397	eV
total energy	-51867.623	eV
net charge	0
structure (SMILES)	CN(C)P(=O)(N(C)C)N(C)C.CN(C)P(=O)(N(C)C)N(C)C.CC#N.CC#N
HOMO level	-8.10	eV
orbital gap	8.74	eV
ΔE to the lowest compared entry with this formula, charge and spin	0.075	eV



# 4
DFT (the ωB97M-V functional and the def2-TZVPD basis) results for a structure of composition C16H42NO11P3S at a distorted geometry.

Last column: Löwdin charge in e.
Geometry (Å):
1 S -2.49 0.04 -1.79  0.8323
2 P -1.92 2.47 7.58  0.4448
3 P 3.01 -2.97 -7.35  0.5339
4 P -0.56 -0.08 -3.81  0.5668
5 O 2.37 -1.64 -7.15  -0.2169
6 O -3.60 -0.71 -2.30  -0.3747
7 O -1.99 3.91 8.22  -0.1817
8 O -0.60 1.95 8.31  -0.1838
9 O -2.05 1.72 6.31  -0.2248
10 O -3.09 1.38 -1.18  -0.3120
11 O -1.76 0.77 -3.11  -0.5144
12 O 3.17 -4.56 -7.51  -0.2025
13 O 3.81 -3.05 -5.92  -0.2164
14 O 4.23 -2.63 -8.36  -0.2010
15 O -3.00 1.77 8.56  -0.1985
16 N 0.34 0.80 -4.71  -0.2598
17 C 3.08 -3.25 -4.71  -0.2884
18 C 0.69 2.19 7.73  -0.2724
19 C 2.72 -4.71 -4.49  -0.0856
20 C 1.19 3.59 8.00  -0.0809
21 C -2.66 1.68 2.37  -0.0517
22 C -3.83 -0.47 8.15  -0.0724
23 C -3.11 4.79 7.91  -0.2360
24 C 3.93 -5.46 -9.66  -0.0698
25 C -2.04 1.08 1.09  -0.3934
26 C -4.16 4.73 9.00  -0.0660
27 C -2.27 1.97 -0.14  -0.1961
28 C 2.75 -5.23 -8.73  -0.2447
29 C -4.10 1.02 8.05  -0.2943
30 C 4.91 -0.35 -8.80  -0.0715
31 C -0.53 0.85 1.28  -0.0739
32 C 4.15 -1.56 -9.30  -0.2882
33 H 2.00 -5.06 -5.24  0.0626
34 H -2.48 0.10 0.96  0.1141
35 H 2.28 -4.85 -3.50  0.0745
36 H -4.79 5.61 8.96  0.0802
37 H 4.82 -5.74 -9.08  0.0889
38 H 0.31 0.47 -5.66  -0.0359
39 H -2.78 2.89 0.14  0.1181
40 H -2.91 -0.72 7.63  0.0776
41 H 4.54 -0.04 -7.83  0.0785
42 H 4.60 -1.93 -10.23  0.1114
43 H 1.36 1.46 8.18  0.1176
44 H -0.37 -0.10 1.78  0.0816
45 H -3.54 4.54 6.94  0.1186
46 H 0.59 4.34 7.47  0.0664
47 H 3.72 -2.90 -3.90  0.1167
48 H -4.33 1.30 7.03  0.1056
49 H -1.18 -1.11 -4.53  0.0191
50 H -3.70 -0.76 9.20  0.0777
51 H -1.92 1.82 3.16  0.0652
52 H -4.97 1.28 8.67  0.1113
53 H -1.32 2.28 -0.59  0.1162
54 H 2.33 -6.18 -8.43  0.1154
55 H -4.80 3.85 8.89  0.0649
56 H 2.22 3.70 7.66  0.0774
57 H 4.18 -4.56 -10.22  0.0640
58 H 3.70 -6.24 -10.37  0.0790
59 H -3.20 2.60 2.16  0.0694
60 H -3.39 0.99 2.77  0.0766
61 H 1.14 3.82 9.06  0.0820
62 H 0.65 1.99 6.66  0.1107
63 H -0.03 0.77 0.31  0.0643
64 H 3.11 -1.30 -9.51  0.1064
65 H 2.18 -2.63 -4.72  0.0993
66 H 4.82 0.48 -9.50  0.0781
67 H -2.70 5.79 7.84  0.1168
68 H 0.10 -0.66 -2.72  0.0038
69 H 1.96 -4.66 -9.23  0.1160
70 H -4.65 -1.04 7.73  0.0772
71 H -0.06 1.65 1.85  0.0799
72 H 3.61 -5.34 -4.58  0.0800
73 H 5.97 -0.59 -8.69  0.0780
74 H -3.68 4.67 9.98  0.0888

lowest unoccupied orbital energy	-0.0081	eV
total energy	-79988.693	eV
net charge	0
HOMO level	-9.12	eV
orbital gap	9.11	eV